# 1
44
Properties=species:S:1:pos:R:3:forces:R:3 method="wB97M-V/def2-TZVPD" multiplicity=1 charge=0 smiles="O=C(O)CN1C(c2ccccc2)=Nc2ccc(Br)cc2[C@@H]1c1ccccc1" e_tot_ev=-100208.5944 largest_force_ha_per_bohr=0.015 homo_lumo_gap_ev=8.4
O 4.8973 -0.9861 -0.0319 0.05 0.04 0.14
C 3.7248 -1.2270 0.0366 0.51 0.08 0.22
O 3.1573 -2.2891 -0.5372 -0.52 -0.55 -0.15
C 2.7219 -0.4226 0.8508 0.26 0.10 -0.07
N 1.4572 -0.2676 0.1768 -0.18 -0.17 0.16
C 1.3730 0.0807 -1.1356 -0.34 -0.13 -0.28
C 2.6218 0.4455 -1.8388 0.25 0.26 -0.22
C 3.3678 1.5473 -1.4334 -0.10 -0.11 -0.03
C 4.5205 1.8915 -2.1144 0.07 0.09 -0.01
C 4.9357 1.1428 -3.2024 0.05 0.05 0.02
C 4.1811 0.0618 -3.6263 -0.02 -0.07 -0.05
C 3.0222 -0.2808 -2.9546 -0.06 0.03 0.08
N 0.2896 0.0979 -1.8254 0.50 0.30 -0.54
C -0.8968 -0.2366 -1.2080 -0.38 -0.24 0.57
C -2.0501 -0.3537 -1.9840 0.09 0.00 0.19
C -3.2586 -0.6748 -1.4005 -0.09 -0.02 0.02
C -3.3134 -0.8836 -0.0325 -0.13 -0.07 0.25
Br -4.9784 -1.3199 0.7861 0.16 0.04 -0.09
C -2.1824 -0.7803 0.7596 -0.20 -0.06 -0.09
C -0.9743 -0.4567 0.1722 0.12 -0.14 -0.44
C 0.2678 -0.3025 1.0169 -0.24 0.22 0.17
C 0.1661 0.9677 1.8429 0.09 -0.13 0.24
C 0.1469 2.2003 1.2015 0.03 0.00 0.02
C 0.0517 3.3673 1.9370 0.01 0.02 -0.12
C -0.0315 3.3127 3.3186 -0.01 0.02 0.14
C -0.0181 2.0874 3.9620 -0.02 0.11 0.12
C 0.0837 0.9192 3.2266 0.01 -0.07 -0.15
H 3.8116 -2.7946 -1.0449 0.12 0.29 0.16
H 2.5478 -0.9866 1.7745 0.00 0.06 -0.08
H 3.1841 0.5331 1.1252 0.01 -0.23 -0.03
H 3.0372 2.1456 -0.5961 -0.03 0.03 0.12
H 5.0977 2.7454 -1.7930 0.05 0.07 0.02
H 5.8435 1.4064 -3.7240 0.08 0.02 -0.04
H 4.4959 -0.5144 -4.4839 0.02 -0.04 -0.07
H 2.4195 -1.1161 -3.2778 -0.07 -0.07 -0.03
H -1.9738 -0.1883 -3.0464 0.03 0.04 -0.13
H -4.1525 -0.7618 -1.9988 -0.06 -0.01 -0.03
H -2.2442 -0.9444 1.8255 -0.04 -0.01 0.10
H 0.3516 -1.1654 1.6953 0.01 0.16 -0.10
H 0.2028 2.2430 0.1229 -0.02 0.02 -0.14
H 0.0381 4.3209 1.4305 -0.01 0.08 -0.04
H -0.1089 4.2241 3.8922 -0.01 0.07 0.05
H -0.0852 2.0398 5.0388 0.00 0.01 0.09
H 0.0951 -0.0364 3.7326 0.01 -0.11 0.04

***

# 2
19
Properties=species:S:1:pos:R:3:forces:R:3 method="wB97M-V/def2-TZVPD" multiplicity=6 charge=0 relative_energy_kcal_mol=10.16 e_tot_ev=-45333.9509 largest_force_ha_per_bohr=0.057 homo_lumo_gap_ev="5.0 / 5.5"
O 2.1569 -0.1660 -0.1794 -1.33 -2.31 1.22
Cr 2.7805 1.4992 0.5824 -0.03 1.11 0.33
C 1.6211 -2.4750 -0.2873 0.32 -2.29 0.01
C 1.3799 -1.1803 0.0032 1.51 1.95 -1.32
O 0.1054 -0.7394 0.3905 -0.83 1.49 -0.56
C -1.0499 -1.4719 -0.0034 -0.07 -0.60 0.05
C -2.2347 -0.5835 0.2852 -0.14 -0.22 0.20
O -1.9753 0.6948 -0.2916 -0.05 -0.03 -0.14
C -3.1228 1.5338 -0.3685 -0.31 0.19 -0.03
Mg -0.0016 1.4218 0.0233 0.47 0.48 0.23
H 1.1732 -2.9442 -1.1591 -0.72 -0.06 0.55
H 1.9981 -3.1183 0.5057 0.78 0.19 -0.53
H -1.1249 -2.4013 0.5764 0.09 0.12 -0.24
H -0.9962 -1.7178 -1.0734 -0.01 0.05 0.32
H -2.3923 -0.4636 1.3684 0.02 -0.03 -0.22
H -3.1391 -1.0206 -0.1615 0.16 0.10 0.09
H -2.7896 2.5162 -0.7203 -0.08 -0.25 0.12
H -3.8421 1.1107 -1.0827 0.14 0.09 0.17
H -3.5914 1.6292 0.6217 0.10 0.03 -0.24

***

# 3
8
Properties=species:S:1:pos:R:3:forces:R:3 method="wB97M-V/def2-TZVPD" multiplicity=1 charge=0 smiles="O=C(F)CO" relative_energy_kcal_mol=13.01 e_tot_ev=-8934.4317 largest_force_ha_per_bohr=0.090 homo_lumo_gap_ev=11.8
O 1.4303 -1.1705 0.0452 -0.44 2.28 -0.15
C 0.9926 -0.0441 -0.0412 1.37 -3.42 -0.47
F 1.8339 1.0356 -0.0974 -1.01 -0.73 0.13
C -0.4489 0.2825 -0.0237 -0.24 4.62 0.28
O -1.4704 -0.6223 -0.2979 0.99 -1.23 0.86
H -0.4179 0.8229 1.0344 -0.94 -1.06 -1.53
H -0.5861 1.2092 -0.7513 0.12 -1.94 1.41
H -1.3336 -1.5131 0.1319 0.15 1.48 -0.54

***

Please write out number 1 again, unchanged.
44
Properties=species:S:1:pos:R:3:forces:R:3 method="wB97M-V/def2-TZVPD" multiplicity=1 charge=0 smiles="O=C(O)CN1C(c2ccccc2)=Nc2ccc(Br)cc2[C@@H]1c1ccccc1" e_tot_ev=-100208.5944 largest_force_ha_per_bohr=0.015 homo_lumo_gap_ev=8.4
O 4.8973 -0.9861 -0.0319 0.05 0.04 0.14
C 3.7248 -1.2270 0.0366 0.51 0.08 0.22
O 3.1573 -2.2891 -0.5372 -0.52 -0.55 -0.15
C 2.7219 -0.4226 0.8508 0.26 0.10 -0.07
N 1.4572 -0.2676 0.1768 -0.18 -0.17 0.16
C 1.3730 0.0807 -1.1356 -0.34 -0.13 -0.28
C 2.6218 0.4455 -1.8388 0.25 0.26 -0.22
C 3.3678 1.5473 -1.4334 -0.10 -0.11 -0.03
C 4.5205 1.8915 -2.1144 0.07 0.09 -0.01
C 4.9357 1.1428 -3.2024 0.05 0.05 0.02
C 4.1811 0.0618 -3.6263 -0.02 -0.07 -0.05
C 3.0222 -0.2808 -2.9546 -0.06 0.03 0.08
N 0.2896 0.0979 -1.8254 0.50 0.30 -0.54
C -0.8968 -0.2366 -1.2080 -0.38 -0.24 0.57
C -2.0501 -0.3537 -1.9840 0.09 0.00 0.19
C -3.2586 -0.6748 -1.4005 -0.09 -0.02 0.02
C -3.3134 -0.8836 -0.0325 -0.13 -0.07 0.25
Br -4.9784 -1.3199 0.7861 0.16 0.04 -0.09
C -2.1824 -0.7803 0.7596 -0.20 -0.06 -0.09
C -0.9743 -0.4567 0.1722 0.12 -0.14 -0.44
C 0.2678 -0.3025 1.0169 -0.24 0.22 0.17
C 0.1661 0.9677 1.8429 0.09 -0.13 0.24
C 0.1469 2.2003 1.2015 0.03 0.00 0.02
C 0.0517 3.3673 1.9370 0.01 0.02 -0.12
C -0.0315 3.3127 3.3186 -0.01 0.02 0.14
C -0.0181 2.0874 3.9620 -0.02 0.11 0.12
C 0.0837 0.9192 3.2266 0.01 -0.07 -0.15
H 3.8116 -2.7946 -1.0449 0.12 0.29 0.16
H 2.5478 -0.9866 1.7745 0.00 0.06 -0.08
H 3.1841 0.5331 1.1252 0.01 -0.23 -0.03
H 3.0372 2.1456 -0.5961 -0.03 0.03 0.12
H 5.0977 2.7454 -1.7930 0.05 0.07 0.02
H 5.8435 1.4064 -3.7240 0.08 0.02 -0.04
H 4.4959 -0.5144 -4.4839 0.02 -0.04 -0.07
H 2.4195 -1.1161 -3.2778 -0.07 -0.07 -0.03
H -1.9738 -0.1883 -3.0464 0.03 0.04 -0.13
H -4.1525 -0.7618 -1.9988 -0.06 -0.01 -0.03
H -2.2442 -0.9444 1.8255 -0.04 -0.01 0.10
H 0.3516 -1.1654 1.6953 0.01 0.16 -0.10
H 0.2028 2.2430 0.1229 -0.02 0.02 -0.14
H 0.0381 4.3209 1.4305 -0.01 0.08 -0.04
H -0.1089 4.2241 3.8922 -0.01 0.07 0.05
H -0.0852 2.0398 5.0388 0.00 0.01 0.09
H 0.0951 -0.0364 3.7326 0.01 -0.11 0.04

***

Question: What is the charge in the second record?
Answer: 0